No. 1
ORCA calculation (ωB97M-V/def2-TZVPD) on an isolated molecule of C4H2.

Computed properties:
Frontier orbital gap = 0.3251 Eh
Net charge = 0
F_max = 0.0452 Eh/bohr
HOMO level = -9.65 eV

```
6
Properties=species:S:1:pos:R:3:lowdin_charge:R:1
C 0.0919 -0.1878 -0.2152 -0.1696
C 1.0396 0.1727 0.5499 0.0989
C -1.0600 -0.3364 -0.8152 -0.2618
C -2.1917 -0.5012 -1.3582 0.0764
H 2.0473 0.0752 0.9619 0.0986
H 0.0728 0.7775 0.8768 0.1575
```


No. 2
ORCA calculation (ωB97M-V/def2-TZVPD) on a cluster of 3 separate species, C4H13NO2 in total.

Computed properties:
Frontier orbital gap = 0.3132 Eh
Net charge = 0
F_max = 0.0791 Eh/bohr
HOMO level = -7.78 eV

```
20
Properties=species:S:1:pos:R:3:lowdin_charge:R:1
C 1.2083 1.0366 1.4362 -0.0236
C 0.1669 0.1312 1.2364 -0.4162
C -1.2309 0.4312 1.6033 -0.0677
N 0.4337 -1.1643 0.5779 -0.0569
C -0.5123 -2.1637 0.2233 -0.1581
H 1.0087 2.1732 1.4986 0.0705
H 2.2759 0.5685 1.4143 0.0712
H -1.2287 1.4675 2.0328 0.0988
H -1.8411 0.4196 0.7315 0.0510
H -1.4625 -0.4038 2.3144 0.1097
H 1.3313 -1.5360 0.3124 0.1110
H -1.4033 -1.8170 -0.4905 0.1234
H 0.0313 -3.0288 -0.2260 0.0943
H -0.9157 -2.7121 0.9661 0.0189
O 1.5892 0.7247 -2.4519 -0.0728
H 2.3625 1.0499 -2.9384 0.0451
H 1.3113 1.4188 -1.8473 0.0196
O -1.1982 1.4461 -2.2682 -0.0804
H -1.0856 1.2138 -1.3046 0.0376
H -0.8406 0.7447 -2.8204 0.0247
```


No. 3
ORCA calculation (ωB97M-V/def2-TZVPD) on a structure of composition ClGaH3O.

Computed properties:
Frontier orbital gap = 0.3257 Eh
Net charge = -1
F_max = 0.0045 Eh/bohr
HOMO level = -4.78 eV

```
6
Properties=species:S:1:pos:R:3:lowdin_charge:R:1
O 1.4820 0.1166 -0.1323 -0.4287
Ga -0.2986 -0.4062 -0.0290 -0.0826
Cl -1.4407 1.5771 -0.0312 -0.1662
H 1.5619 1.0258 0.1653 -0.0617
H -0.6948 -1.2033 -1.3432 -0.1296
H -0.6098 -1.1100 1.3704 -0.1314
```


No. 4
ORCA calculation (ωB97M-V/def2-TZVPD) on the ion C5H10N3 with charge +1.

Computed properties:
Frontier orbital gap = 0.3746 Eh
Net charge = +1
F_max = 0.1315 Eh/bohr
HOMO level = -13.90 eV

```
18
Properties=species:S:1:pos:R:3:lowdin_charge:R:1
H -1.1744 1.9852 -0.7778 0.0735
N -0.1890 2.1402 -0.5787 0.1955
C 0.3545 1.1250 -0.1098 -0.2963
C 1.7698 0.8072 0.2371 -0.0697
C 1.9199 -0.6795 0.1317 -0.1295
N 0.9050 -1.3812 -0.1437 0.1386
C -0.4679 -0.2788 0.0740 -0.3273
C -1.2086 -0.4897 1.3802 0.0188
N -1.0520 -0.6919 -1.2054 0.1887
H 1.9555 1.1483 1.1974 0.1160
H 2.3602 1.2725 -0.5134 0.1300
H 2.8580 -1.0470 0.0380 0.0942
H -0.8803 -1.2330 2.1169 0.1105
H -2.2157 -0.7602 1.0815 0.0789
H -1.2302 0.5752 1.6906 0.1075
H -0.7202 -1.6610 -1.5424 0.1985
H -0.8738 -0.0497 -1.9979 0.1762
H -2.1109 -0.7815 -1.0784 0.1959
```


No. 5
ORCA calculation (ωB97M-V/def2-TZVPD) on a structure of composition C17H12BF7N4SSn.

Computed properties:
Frontier orbital gap = 0.2932 Eh
Net charge = 0
F_max = 0.0250 Eh/bohr
HOMO level = -8.86 eV

```
43
Properties=species:S:1:pos:R:3:lowdin_charge:R:1
Sn -0.0205 -0.6717 0.5757 1.3225
F 0.3897 -4.7531 5.4173 0.1325
C 0.9516 -4.6886 4.1878 -0.6037
F 2.0250 -3.9193 4.3128 0.1145
F 1.3994 -5.9355 3.9314 0.1354
C -0.0598 -4.2709 3.1564 -0.1148
C -1.1633 -5.1072 3.0243 0.0117
C -2.1465 -4.8044 2.0993 -0.0222
C -2.0193 -3.6296 1.3757 -0.0867
N -0.9744 -2.8302 1.4997 -0.0729
C 0.0371 -3.1398 2.3334 -0.6955
S 1.3923 -2.0634 2.2298 0.5608
H -1.2335 -5.9933 3.6386 0.1309
H -2.9894 -5.4547 1.9399 0.1104
H -2.7649 -3.3236 0.6580 0.1134
C 4.0056 1.7482 -0.8958 -0.0421
C 3.2163 0.7359 -0.3770 -0.1239
N 1.9648 0.9501 0.0180 -0.0715
C 1.4633 2.1678 -0.1045 -0.1497
C 2.1593 3.2492 -0.6364 -0.2039
C 3.4781 3.0225 -1.0264 0.0026
C 1.5311 4.5633 -0.7149 -0.0327
C 0.2904 4.8341 -1.1363 -0.0266
C -0.6545 3.9402 -1.7969 -0.2713
C -1.9161 4.4225 -2.1639 0.0023
C -2.7202 3.5690 -2.9063 -0.1172
N -2.3310 2.3523 -3.2447 0.1042
C -1.1421 1.9694 -2.8167 -0.1751
N -0.2892 2.6937 -2.1177 0.1336
H 5.0190 1.5434 -1.2005 0.1073
H 3.5886 -0.2705 -0.2420 0.1141
H 0.4500 2.3071 0.2599 0.0949
H 4.0815 3.8291 -1.4198 0.1219
H 2.1497 5.3850 -0.3768 0.1157
H -0.0574 5.8577 -1.0729 0.1087
H -2.2410 5.4159 -1.8918 0.1076
H -3.6987 3.8720 -3.2577 0.1103
H -0.8317 0.9658 -3.0727 0.1142
F -0.6775 -1.9079 -1.5164 -0.0484
B -2.1224 -1.7236 -1.6844 -1.3807
F -2.7312 -2.9208 -1.5911 0.1825
F -2.4651 -0.9226 -0.5632 -0.0050
F -2.3428 -1.0638 -2.8311 0.1918
```


No. 6
ORCA calculation (ωB97M-V/def2-TZVPD) on a structure of composition C4H6FFeO4.

Computed properties:
Frontier orbital gap (alpha / beta) = 0.2991 / 0.3036 Eh
Net charge = +1
⟨S²⟩ = 12.008
F_max = 0.0859 Eh/bohr
Multiplicity = 7
HOMO level (alpha / beta) = -11.94 / -14.10 eV

```
16
Properties=species:S:1:pos:R:3:lowdin_charge:R:1
C -1.7624 0.0746 -2.3560 -0.1593
O -0.7477 -0.7993 -2.0224 -0.0489
H -1.3914 1.0631 -2.7148 0.0912
H -2.4110 -0.3345 -3.1662 0.1273
H -2.4327 0.3069 -1.4950 0.1070
C 1.5803 -0.2014 2.0019 -0.5862
O 1.5302 -1.2054 1.1956 0.1410
C 0.4412 -0.8007 -0.0536 -0.0968
C 0.5416 0.6999 0.1626 -0.0295
O 0.9056 0.8596 1.5489 0.0038
O 1.6843 -0.2929 3.2304 -0.1277
F -0.7186 -1.3264 0.4620 0.1053
H 1.0792 -1.3000 -0.7845 0.1716
H 1.3353 1.1324 -0.4519 0.1608
H -0.4130 1.2117 0.0159 0.1506
Fe 0.7789 0.9124 4.4269 0.9897
```


No. 7
ORCA calculation (ωB97M-V/def2-TZVPD) on a structure of composition C17H23FeN5O4S.

Computed properties:
Frontier orbital gap (alpha / beta) = 0.2905 / 0.2883 Eh
Net charge = 0
⟨S²⟩ = 6.011
F_max = 0.0050 Eh/bohr
Multiplicity = 5
HOMO level (alpha / beta) = -8.01 / -8.01 eV

```
51
Properties=species:S:1:pos:R:3:lowdin_charge:R:1
Fe -0.6918 0.3959 0.9874 0.6372
O 5.4654 -0.3886 -1.0055 -0.0402
C 5.1917 -1.2542 -0.1385 -0.7041
O 5.8851 -2.0425 0.4980 0.0169
C 3.6815 -1.2482 0.1496 -0.0894
C 2.7778 -1.4048 -0.9016 -0.0055
C 1.4445 -1.1462 -0.6873 -0.1247
N 0.9806 -0.7377 0.4986 -0.0001
C 1.8277 -0.6754 1.5408 -0.1790
C 3.1746 -0.9484 1.4111 0.0696
C 1.2196 -0.2076 2.8656 -0.5787
O 1.8971 -0.2163 3.8654 0.0941
O -0.0265 0.1820 2.7834 -0.1476
H 3.1393 -1.6694 -1.8867 0.1281
H 0.7182 -1.2185 -1.4908 0.1088
H 3.8227 -0.8785 2.2738 0.1406
C -2.4730 -1.7938 0.2133 -0.1324
C -3.8800 -2.4066 -0.0040 -0.1417
N -4.9132 -1.4077 0.2535 -0.1608
C -4.7539 -0.2893 -0.6710 -0.1442
C -3.3452 0.3374 -0.5215 -0.1471
N -2.6166 -0.3573 0.5678 -0.2655
C -3.4036 -0.2522 1.8250 -0.1279
C -4.7841 -0.9220 1.6241 -0.1425
H -1.8570 -1.8560 -0.6856 0.1139
H -1.9293 -2.2833 1.0225 0.1261
H -4.0423 -3.2518 0.6650 0.1218
H -3.9956 -2.7681 -1.0262 0.1212
H -5.5323 0.4441 -0.4580 0.1212
H -4.9127 -0.6518 -1.6872 0.1205
H -3.3860 1.3993 -0.2767 0.1121
H -2.7522 0.2358 -1.4317 0.1161
H -3.4913 0.8078 2.0703 0.1264
H -2.8226 -0.7247 2.6184 0.1221
H -5.5924 -0.2169 1.8202 0.1210
H -4.9109 -1.7660 2.3025 0.1225
C 1.1771 1.6777 -2.8861 -0.0427
N 1.9074 1.9572 -1.6757 -0.1358
C 3.3785 1.9179 -1.6379 -0.0747
C 3.7053 2.3843 -0.2089 -0.0833
N 2.3719 2.5017 0.3814 0.0571
C 1.3974 2.2779 -0.4953 -0.7509
S -0.2740 2.4841 -0.1128 0.6655
H 1.5593 0.7587 -3.3330 0.0950
H 1.2955 2.4914 -3.6044 0.0979
H 0.1231 1.5620 -2.6464 0.0542
H 3.7832 2.5804 -2.4037 0.1313
H 3.7531 0.9058 -1.8048 0.0940
H 4.2036 3.3530 -0.1909 0.1226
H 4.3324 1.6432 0.2849 0.1133
H 2.1727 2.6864 1.3494 0.1476
```


No. 8
ORCA calculation (ωB97M-V/def2-TZVPD) on a structure of composition C31H23AgBrGeIN2O2S2.

Computed properties:
Frontier orbital gap = 0.1862 Eh
Net charge = -2
F_max = 0.0220 Eh/bohr
HOMO level = -1.34 eV

```
64
Properties=species:S:1:pos:R:3:lowdin_charge:R:1
Ag 1.5831 -2.2836 -1.6336 0.4116
S 4.1050 -1.7013 -1.3910 0.4567
C 4.1854 -3.0903 -0.3808 -1.2522
S 2.8920 -4.2030 -0.3656 0.4266
C 5.3230 -3.3128 0.4006 -0.4601
C 5.5278 -4.4843 1.1273 -0.3227
N 5.7798 -5.4374 1.7325 0.0945
C 6.3490 -2.3787 0.5163 -0.3293
N 7.2178 -1.6298 0.6649 0.0922
O -0.7124 -2.0075 -0.9126 -0.1574
C -1.1583 -2.1467 -2.0821 -0.7939
O -0.5414 -2.6830 -3.0079 -0.1469
C -2.5304 -1.5307 -2.3213 -0.1876
C -2.4581 -0.1073 -1.8081 -0.2555
Ge -1.7279 -0.1107 0.0881 1.0362
C 0.1045 -0.0807 0.9053 -0.2463
C 0.2121 -0.4730 2.2325 -0.1283
C 1.4376 -0.5066 2.8711 -0.0936
C 2.5858 -0.1448 2.1879 -0.0861
C 2.4916 0.2823 0.8739 -0.1126
C 1.2581 0.3080 0.2365 -0.1297
C -2.9125 -1.2754 1.1917 -0.2490
C -4.2563 -0.9453 1.3147 -0.1207
C -5.1151 -1.6922 2.1017 -0.1110
C -4.6293 -2.7795 2.8081 -0.1192
C -3.2979 -3.1396 2.6768 -0.0933
C -2.4566 -2.4068 1.8555 -0.1034
C -2.3654 1.7355 0.6798 -0.2481
C -2.6286 2.0104 2.0152 -0.1167
C -3.0290 3.2673 2.4270 -0.1100
C -3.1524 4.2927 1.5059 -0.1239
C -2.8949 4.0398 0.1716 -0.1107
C -2.5085 2.7749 -0.2298 -0.1305
H -3.2514 -2.1097 -1.7383 0.1092
H -2.7893 -1.5916 -3.3815 0.1070
H -3.4495 0.3500 -1.7717 0.0639
H -1.8472 0.4954 -2.4793 0.0050
H -0.6756 -0.7616 2.7793 0.0794
H 1.4921 -0.8371 3.9009 0.0939
H 3.5501 -0.1933 2.6779 0.1018
H 3.3899 0.5701 0.3455 0.0767
H 1.1875 0.6863 -0.7776 0.0619
H -4.6328 -0.0754 0.7927 0.0975
H -6.1649 -1.4293 2.1717 0.0907
H -5.2883 -3.3524 3.4505 0.0890
H -2.9184 -3.9982 3.2183 0.0976
H -1.4279 -2.7083 1.7233 0.1050
H -2.5237 1.2147 2.7417 0.0961
H -3.2563 3.4480 3.4690 0.0904
H -3.4471 5.2816 1.8309 0.0869
H -3.0027 4.8243 -0.5631 0.0906
H -2.3145 2.5948 -1.2770 0.0393
Br -0.1934 3.0862 -3.2871 0.7232
C 1.6535 2.7296 -3.0596 -0.7324
C 2.4877 3.7802 -2.7306 -0.1514
C 3.8512 3.5626 -2.6076 -0.0898
C 4.3651 2.2875 -2.8159 -0.0768
C 3.5247 1.2363 -3.1206 -0.1694
C 2.1524 1.4422 -3.2417 -0.6947
I 0.9246 -0.1968 -3.7761 1.0972
H 2.0709 4.7658 -2.5872 0.0906
H 4.5016 4.3883 -2.3553 0.0966
H 5.4268 2.1068 -2.7401 0.1077
H 3.9261 0.2410 -3.2409 0.0382
```